(1)
The following is a DFT calculation (ωB97M-V/def2-TZVPD) of a cluster of 3 separate species, C14H37ClO9P3 in total at a distorted geometry.

Computed properties:
Frontier orbital gap   9.569 eV
HOMO energy   -12.1 eV
Net charge   +1

Cartesian coordinates (Å):
Cl (1.41436, -0.70793, -0.73145)
P (3.51933, 1.69016, 5.47159)
P (-1.17961, 0.40824, 0.09031)
P (-1.44291, -1.39816, -5.82730)
O (2.23175, 1.19591, 4.64429)
O (-2.58649, -0.43847, -6.41637)
O (4.15158, 2.74864, 4.68658)
O (-1.32622, -1.09636, -4.39393)
O (-2.32801, -2.74855, -6.06365)
O (4.58093, 0.81339, 6.25686)
O (2.70235, 2.28609, 6.73524)
O (-1.79382, 1.33427, 1.22622)
O (-0.08336, -2.01507, -6.38742)
C (-2.84446, -1.80926, 0.43856)
C (-1.42812, -1.26963, 0.67474)
C (-2.02116, 0.58296, -1.47411)
C (0.66655, -2.82057, -5.46119)
C (-1.72560, 1.86978, -2.25123)
C (1.04770, 2.82206, 1.30906)
C (2.63712, 1.64519, 8.01143)
C (1.78844, -0.16870, 4.65176)
C (5.74184, 1.52723, 6.73429)
C (-3.89615, -1.28510, 1.44066)
C (1.30239, 1.33258, 1.08892)
C (-2.52186, 0.05203, -7.77600)
C (0.59869, 0.76314, -0.14633)
C (-2.05191, -3.72224, -7.07272)
H (2.55837, -0.81970, 4.23619)
H (-1.43274, -3.32681, -7.87495)
H (-0.66894, 2.08491, -2.37552)
H (-0.71869, -1.89094, 0.13215)
H (-1.63494, 0.66603, -7.92586)
H (-1.16141, -1.29235, 1.73290)
H (-1.96125, 2.24319, 0.93879)
H (-2.79527, -2.89124, 0.53685)
H (0.01407, 3.05512, 1.55084)
H (5.45107, 2.46734, 7.19882)
H (1.06831, 0.76361, 1.98748)
H (0.68996, 1.49747, -0.94382)
H (-2.12019, 1.72186, -3.25522)
H (1.52316, -0.51839, 5.65137)
H (-2.26708, 2.72689, -1.85452)
H (6.43437, 1.71093, 5.91836)
H (0.90158, -0.21615, 4.02461)
H (0.00966, -3.50836, -4.93137)
H (1.62317, 1.75853, 8.38964)
H (1.64718, 3.14749, 2.15753)
H (1.37945, -3.37911, -6.06203)
H (2.36898, 1.22358, 0.89985)
H (-3.58386, -0.37459, 1.94514)
H (2.88156, 0.58614, 7.95809)
H (3.32606, 2.13216, 8.70188)
H (6.20805, 0.87858, 7.47095)
H (-4.14598, -2.04512, 2.17607)
H (-4.82206, -1.07706, 0.90750)
H (-3.20577, -1.61786, -0.56839)
H (-3.09046, 0.54021, -1.26427)
H (-1.54793, -4.58165, -6.62869)
H (-1.73644, -0.29235, -2.06448)
H (-3.00356, -4.04921, -7.48626)
H (1.20150, -2.19133, -4.75481)
H (-3.40657, 0.65777, -7.94223)
H (-2.52032, -0.77605, -8.48684)
H (1.38364, 3.39482, 0.44544)

***

(2)
The following is a DFT calculation (ωB97M-V/def2-TZVPD) of a structure of composition C14H37CoF2N3O4PS at a distorted geometry.

Computed properties:
Frontier orbital gap (spin up / spin down)   6.171 / 6.172 eV
ΔE to the lowest compared entry with this formula, charge and spin   18.2 kcal per mole
HOMO energy (spin up / spin down)   -13.9 / -13.9 eV
Net charge   +2

Cartesian coordinates (Å):
Co (0.11889, 0.06488, 0.49712)
S (-0.60506, 0.11156, -3.38206)
P (1.65355, 1.06810, -0.75647)
F (-2.30839, -0.01650, 0.80339)
F (-1.83337, 1.93132, -0.10756)
O (2.37831, 0.10068, -1.77791)
O (2.72058, 1.57488, 0.29791)
O (1.27653, 2.20463, -1.74600)
O (-1.23028, 1.46382, -3.36247)
N (-0.31829, -1.83872, -0.15673)
N (1.30308, -1.04257, 1.89870)
N (-0.06449, 1.34052, 2.02574)
C (-1.62982, 0.60472, -0.21278)
C (-0.45689, -2.57344, 1.13062)
C (1.58099, 2.01784, -5.20824)
C (0.27607, -0.15076, -4.97467)
C (0.45064, 1.15229, -5.74510)
C (-2.90778, -0.89996, -4.74982)
C (0.86639, -2.45937, 1.86397)
C (3.88746, 2.36380, -0.10638)
C (-0.03882, 0.49425, 3.24860)
C (0.53850, 3.42093, -1.45826)
C (-1.90575, -1.13696, -3.62462)
C (3.23967, -0.96013, -1.33294)
C (-3.88896, 0.23712, -4.49371)
C (1.23918, -0.31926, 3.19097)
H (0.79386, -2.88219, 2.86651)
H (-1.95060, 0.26930, -1.19549)
H (-2.43436, -1.20509, -2.66724)
H (0.37659, -2.29162, -0.74656)
H (1.35839, 2.36698, -4.20051)
H (2.51982, 1.46184, -5.17789)
H (-0.48798, 1.70847, -5.72032)
H (-0.72514, -3.61939, 0.97624)
H (-1.26678, -2.10399, 1.69127)
H (-0.92724, -0.14050, 3.23581)
H (3.70892, -1.36856, -2.22261)
H (0.69138, 2.02286, 2.06537)
H (-2.38356, -0.74763, -5.69558)
H (-0.44733, 3.18285, -1.07706)
H (1.62548, -3.03059, 1.32632)
H (-3.37730, 1.18444, -4.33831)
H (0.63967, 0.89417, -6.78854)
H (3.59651, 3.10643, -0.84511)
H (4.00746, -0.58686, -0.65653)
H (-3.46588, -1.83285, -4.86581)
H (-4.50211, 0.03078, -3.61404)
H (-4.55867, 0.34487, -5.34513)
H (1.73225, 2.89052, -5.84114)
H (-1.19042, -1.88512, -0.67802)
H (2.66180, -1.74687, -0.84280)
H (2.09157, 0.36171, 3.22470)
H (-0.92842, 1.87704, 1.96851)
H (4.25455, 2.84200, 0.79495)
H (2.26669, -1.00854, 1.58659)
H (-0.27872, -0.88751, -5.55166)
H (-1.34533, -2.06476, -3.77681)
H (1.24028, -0.57933, -4.69548)
H (0.43627, 3.92690, -2.41266)
H (-0.07628, 1.10066, 4.15437)
H (4.64422, 1.70199, -0.51992)
H (1.32391, -0.99696, 4.04151)
H (1.10312, 4.03709, -0.76055)

***

(3)
The following is a DFT calculation (ωB97M-V/def2-TZVPD) of a structure of composition C14H37CoGeN7O2Si3.

Computed properties:
Frontier orbital gap (spin up / spin down)   6.260 / 7.320 eV
HOMO energy (spin up / spin down)   -14.1 / -14.1 eV
2S+1   2
Net charge   +2

Cartesian coordinates (Å):
Ge (0.86613, -0.52560, 0.16168)
Co (-1.41773, 0.51810, -0.53108)
Si (2.22048, -0.61352, 2.25344)
Si (2.43451, -1.07158, -1.65060)
Si (-1.15361, -1.80987, 1.01046)
O (-4.21552, 1.84691, 0.05726)
O (0.91618, 1.41904, 0.54670)
N (-2.86002, 1.78313, 0.30422)
N (-1.65465, 0.36061, -5.80043)
N (-2.12775, 0.49674, -4.52098)
N (-1.42353, 0.16595, -3.49136)
N (-3.27593, 1.08022, -4.26401)
N (-0.35559, 1.74999, 0.39046)
N (-2.15819, 0.53619, -2.45176)
C (2.74146, -2.28749, 2.86363)
C (-0.87160, 2.79024, 0.93911)
C (3.49975, -2.40391, -0.90778)
C (-3.27458, 1.09983, -2.94348)
C (-1.90248, -1.19608, 2.59517)
C (-0.24771, -3.43090, 1.02444)
C (-2.51699, -1.94332, -0.28275)
C (1.50824, -1.71901, -3.12510)
C (-3.09483, 4.11624, 1.05033)
C (1.18035, 0.24836, 3.53765)
C (3.36368, 0.49524, -2.02549)
C (-0.10626, 3.78852, 1.73057)
C (3.65932, 0.39775, 1.63829)
C (-2.33961, 2.87412, 0.73527)
H (2.20515, -1.77041, -3.96779)
H (-2.14496, -2.41902, -1.19199)
H (4.11300, -2.03699, -0.08606)
H (0.55118, -0.46197, 4.07038)
H (-0.62246, 4.01547, 2.66396)
H (-3.03492, -1.01925, -0.58099)
H (0.55571, 1.04626, 3.13773)
H (3.39384, 1.16071, 0.90880)
H (0.89266, 3.41815, 1.94156)
H (-4.55563, 0.95745, 0.23212)
H (4.17597, -2.78013, -1.68162)
H (-4.03592, 4.15373, 0.51204)
H (3.47466, -2.10259, 3.65791)
H (-0.95660, -4.20250, 1.34350)
H (-0.01913, 4.72066, 1.16726)
H (-3.31664, 4.14915, 2.12082)
H (-2.88021, -1.67180, 2.71484)
H (3.87122, 0.35897, -2.98527)
H (4.08680, 0.91376, 2.50472)
H (1.85368, 0.69479, 4.27705)
H (3.22832, -2.90379, 2.10856)
H (4.12311, 0.71525, -1.27619)
H (0.07722, -3.70501, 0.01676)
H (1.12425, -2.72646, -2.95015)
H (-2.05388, -0.11561, 2.59702)
H (4.43811, -0.24392, 1.22647)
H (-4.06892, 1.51714, -2.34814)
H (2.71204, 1.36521, -2.11482)
H (2.91166, -3.25185, -0.54831)
H (-1.14355, -0.51115, -5.88539)
H (-2.49594, 4.99387, 0.81274)
H (-3.31772, -2.56969, 0.12352)
H (0.67695, -1.07810, -3.40553)
H (-1.30137, -1.45112, 3.46625)
H (1.92547, -2.85265, 3.31512)
H (0.60572, -3.46081, 1.69836)
H (-2.44245, 0.38839, -6.43909)

***

(4)
The following is a DFT calculation (ωB97M-V/def2-TZVPD) of a cluster of 5 separate species, C14H38BrN4O4 in total at a distorted geometry.

Computed properties:
Frontier orbital gap   4.581 eV
ΔE to the lowest compared entry with this formula, charge and spin   91.8 kcal per mole
HOMO energy   -11.6 eV
Net charge   +3

Cartesian coordinates (Å):
Br (-1.60123, 1.44666, -0.00317)
O (-0.49190, -6.05374, 1.15132)
O (-2.90094, 5.37737, 6.65904)
O (3.23147, 4.40955, 3.19815)
O (-5.22351, 0.23013, -6.74978)
N (4.30743, 3.82143, 1.15479)
N (-3.49892, 1.94744, -6.63276)
N (1.89888, -6.39651, -0.79368)
N (-2.94935, 5.37291, 4.31625)
C (5.34351, 3.08673, 3.41477)
C (-4.28686, 6.18421, 3.99453)
C (0.80115, -5.56949, 1.44739)
C (1.49547, -5.21493, 0.15014)
C (2.18008, -7.80616, -0.16230)
C (-3.00322, 4.67019, 5.65310)
C (4.27176, 4.00822, 2.70188)
C (-3.12333, 3.14202, 5.60944)
C (-3.03044, -0.50891, -6.07302)
C (3.07046, -5.85518, -1.54734)
C (4.39301, 5.17613, 0.37330)
C (0.66958, -6.59509, -1.77993)
C (-4.07441, 0.52726, -6.44619)
C (-4.10046, 2.93112, -5.63510)
H (-4.17471, 6.89456, 4.81363)
H (2.35696, -8.54272, -0.94606)
H (-4.15964, 6.79892, 3.10344)
H (0.86306, -7.47387, -2.39509)
H (-2.58683, 4.71200, 3.64403)
H (2.43203, -4.78253, 0.50226)
H (-2.49671, 1.88267, -6.52555)
H (0.66182, -5.77973, -2.50326)
H (-1.98077, -0.30664, -6.28605)
H (3.93226, -5.85280, -0.87995)
H (-2.22126, 2.66798, 5.22259)
H (5.25421, 5.73585, 0.73820)
H (-5.13906, 3.23012, -5.77659)
H (0.55554, -4.68518, 2.03542)
H (1.00687, -4.44945, -0.45271)
H (-2.23708, 6.06238, 4.50965)
H (-0.63200, -6.97810, 1.36930)
H (-3.42229, 2.27144, -7.58631)
H (-3.14194, -0.78443, -5.02432)
H (2.83205, -4.94784, -2.10232)
H (-3.16640, -1.45369, -6.59934)
H (3.05946, -7.84639, 0.48048)
H (4.93135, 2.10639, 3.65383)
H (1.37765, -6.23347, 2.09148)
H (-5.12932, 5.49821, 4.08269)
H (5.56064, 3.60721, 4.34753)
H (3.45364, 3.34188, 0.90742)
H (-3.28557, 2.71433, 6.59881)
H (-3.35059, 3.71988, -5.69540)
H (-3.89553, 2.85499, 4.89570)
H (4.93468, 3.09718, 0.83522)
H (-4.01001, 2.52082, -4.62933)
H (1.28231, -8.06239, 0.40025)
H (6.22375, 2.92730, 2.79198)
H (3.25023, -6.64009, -2.28198)
H (4.48236, 4.80348, -0.64712)
H (-0.28559, -6.70678, -1.26682)
H (3.48637, 5.74715, 0.57338)

***

no.,calculated total energy (eV)
1,-73932.048
2,-90950.389
3,-147403.373
4,-99298.761